Record 1
Entry from OMol25: C7H10S as an isolated structure at a distorted geometry (ωB97M-V with the def2-TZVPD basis set).

The gap between HOMO and LUMO comes out at 9.4886 eV. The value obtained for the HOMO energy is -8.448 eV. For the energy above the lowest of the compared OMol25 structures with the same formula, charge and spin, the calculation gives 4.036 eV. The total charge is 0. Its multiplicity is 1.

```
18
Properties=species:S:1:pos:R:3:lowdin_charge:R:1
C 0.362 -1.775 2.557 -0.0255
C -0.690 -2.282 2.003 -0.0764
C -0.417 1.606 -1.312 -0.2561
C -0.307 -0.036 0.702 -0.2187
C 0.870 1.714 -2.127 -0.4470
C 0.131 -1.440 1.097 -0.3124
C -0.181 0.182 -0.792 -0.5774
S 1.568 0.185 -1.394 0.8373
H 1.003 -1.617 3.389 0.0862
H -1.804 -3.101 2.186 0.2003
H -0.435 2.324 -0.494 0.1069
H -1.326 1.723 -1.902 0.1053
H -1.340 0.138 1.013 0.1210
H 0.324 0.698 1.212 0.1142
H 0.730 1.581 -3.199 0.0650
H 1.488 2.588 -1.936 0.0644
H 0.763 -1.912 0.348 0.1024
H -0.740 -0.573 -1.350 0.1105
```



Record 2
Entry from OMol25: one molecule with the formula C4H8N2 (ωB97M-V with the def2-TZVPD basis set).

The gap between HOMO and LUMO comes out at 9.2531 eV. As for the SMILES: CN/C=C1/CN1. The value obtained for the HOMO energy is -8.134 eV. For the energy above the lowest of the compared OMol25 structures with the same formula, charge and spin, the calculation gives 2.511 eV. The total charge is 0. Its multiplicity is 1.

```
14
Properties=species:S:1:pos:R:3:lowdin_charge:R:1
C 2.263 0.355 -0.392 -0.1351
N 1.309 -0.498 0.290 -0.0974
C 0.142 -0.573 -0.469 -0.1535
C -1.007 -0.128 -0.022 -0.3069
C -2.429 -0.281 0.104 -0.1105
N -1.568 0.197 1.242 0.0440
H 2.646 -0.167 -1.282 0.0821
H 3.074 0.562 0.298 0.0748
H 1.790 1.285 -0.731 0.0786
H 1.090 -0.149 1.220 0.1128
H 0.280 -0.948 -1.479 0.1206
H -2.815 -1.287 0.244 0.1014
H -3.089 0.428 -0.380 0.0963
H -1.685 1.203 1.356 0.0928
```



Record 3
Entry from OMol25: a 2-piece molecular cluster, C4H9O4 overall (ωB97M-V with the def2-TZVPD basis set).

The gap between HOMO and LUMO comes out at 8.8195 eV. The value obtained for the HOMO energy is -4.908 eV. For the energy above the lowest of the compared OMol25 structures with the same formula, charge and spin, the calculation gives 0.164 eV. The total charge is -1. Its multiplicity is 1.

```
17
Properties=species:S:1:pos:R:3:lowdin_charge:R:1
O -1.720 -0.693 0.880 -0.0838
C -0.919 -1.138 0.008 -0.6969
O -1.144 -1.986 -0.880 -0.0545
C 0.464 -0.453 -0.009 -0.1004
C 0.362 0.678 -1.013 -0.4541
C 1.522 1.660 -0.943 -0.0607
O 0.359 0.089 -2.332 -0.0776
H 0.727 -0.142 1.007 0.1115
H 1.284 -1.083 -0.387 0.1199
H -0.592 1.200 -0.925 0.1381
H 1.603 1.981 0.099 0.0745
H 1.341 2.497 -1.619 0.0698
H 2.422 1.126 -1.236 0.0738
H -0.217 -0.694 -2.252 0.0640
H -1.828 -1.765 3.398 0.0196
H -1.761 -0.468 2.646 -0.0151
O -1.904 -0.811 3.557 -0.1281
```



Record 4
Entry from OMol25: C11H26ClCrINOP2 as an isolated structure at a distorted geometry (ωB97M-V with the def2-TZVPD basis set).

The gap between HOMO and LUMO (alpha / beta) comes out at 6.5212 / 8.0911 eV. The value obtained for the HOMO energy (alpha / beta) is -15.086 / -15.177 eV. For the energy above the lowest of the compared OMol25 structures with the same formula, charge and spin, the calculation gives 0.081 eV. The total charge is +2. Its multiplicity is 4.

```
44
Properties=species:S:1:pos:R:3:lowdin_spin:R:1
C 0.006 0.637 -6.827 -0.0053
C 0.013 1.315 -5.444 -0.0098
H 0.009 1.525 -7.510 -0.0008
H -0.921 0.017 -6.989 0.0001
H 0.927 0.008 -6.992 0.0001
O 0.020 2.491 -5.148 -0.0100
I 0.009 0.165 -3.459 -0.0005
Cr 0.031 -0.007 -0.423 3.0810
P 2.396 -0.133 0.086 -0.0264
C 3.140 1.100 1.146 -0.0104
C 3.048 -1.711 0.693 -0.0029
H 4.139 -1.725 0.554 -0.0013
H 4.092 -0.038 -1.556 0.0018
H 2.581 -2.539 0.146 0.0006
H 2.513 -0.569 -2.258 0.0010
H 2.772 1.001 2.173 0.0001
H 2.818 -1.812 1.762 0.0001
C 3.013 0.125 -1.571 0.0123
H 4.227 0.956 1.136 -0.0025
H 2.775 1.149 -1.872 0.0007
H 2.896 2.100 0.773 0.0000
P -2.344 -0.092 0.136 -0.0195
C -3.105 1.148 1.175 -0.0095
C -2.974 0.169 -1.525 0.0139
H -2.608 -2.493 0.159 0.0006
H -4.144 -1.639 0.570 -0.0011
H -2.832 -1.780 1.785 0.0001
C -3.053 -1.660 0.716 -0.0023
H -2.490 -0.537 -2.213 0.0010
H -4.057 0.023 -1.506 0.0022
H -4.193 1.020 1.130 -0.0022
H -2.838 2.147 0.815 0.0000
H -2.724 1.189 -1.834 0.0006
H -2.768 1.033 2.211 0.0001
Cl -0.003 -2.184 -1.029 0.0119
C -0.549 -0.350 5.430 0.0003
C 0.409 0.290 4.399 0.0010
C 0.129 0.066 2.986 0.0045
N 0.099 -0.195 1.842 -0.0304
H -1.574 0.051 5.357 0.0000
H -0.173 -0.108 6.437 0.0000
H -0.579 -1.449 5.346 0.0000
H 0.440 1.373 4.589 0.0004
H 1.429 -0.077 4.601 0.0002
```



Record 5
Entry from OMol25: C44H41N6O5ReS3 as an isolated structure at a distorted geometry (ωB97M-V with the def2-TZVPD basis set).

The gap between HOMO and LUMO (alpha / beta) comes out at 6.7788 / 6.6664 eV. The value obtained for the HOMO energy (alpha / beta) is -16.234 / -16.702 eV. For the energy above the lowest of the compared OMol25 structures with the same formula, charge and spin, the calculation gives 0.000 eV. The total charge is +3. Its multiplicity is 4.

```
100
Properties=species:S:1:pos:R:3:lowdin_spin:R:1
Re -1.537 -0.511 -1.294 1.4003
N -1.112 -0.113 0.485 0.2523
S -0.836 1.100 1.433 0.0756
N 0.434 2.034 1.038 0.0300
S 1.863 1.460 0.737 0.0067
N 2.163 0.970 -0.690 0.0149
S 1.407 0.589 -2.013 0.0166
N 0.213 -0.367 -2.104 0.0188
C 1.003 2.125 -2.830 -0.0006
C 0.370 1.931 -4.046 0.0004
C 0.029 3.036 -4.834 0.0003
C 0.320 4.345 -4.419 0.0004
C 0.959 4.524 -3.207 -0.0001
C 1.325 3.430 -2.421 0.0003
C 2.719 -0.110 -2.900 -0.0020
C 2.558 -1.262 -3.653 0.0011
C 3.693 -1.778 -4.292 0.0001
C 4.915 -1.165 -4.168 0.0005
C 5.039 0.070 -3.513 -0.0003
C 3.928 0.585 -2.858 -0.0003
C 2.239 0.129 1.722 0.0006
C 2.433 -1.138 1.168 0.0003
C 2.907 -2.131 1.984 0.0001
C 3.288 -1.869 3.312 -0.0001
C 3.135 -0.589 3.827 0.0002
C 2.584 0.408 3.030 -0.0001
C 2.889 2.830 1.016 0.0040
C 2.519 3.910 1.838 0.0007
C 3.406 4.963 1.935 0.0000
C 4.645 4.973 1.313 0.0003
C 4.988 3.898 0.516 0.0001
C 4.129 2.837 0.323 0.0006
C -0.808 0.395 3.041 0.0010
C -1.091 -0.952 3.194 0.0076
C -1.236 -1.399 4.535 0.0001
C -1.109 -0.525 5.603 0.0031
C -0.766 0.807 5.388 0.0005
C -0.585 1.289 4.102 0.0005
C -2.032 2.408 1.452 0.0154
C -3.086 2.252 2.345 0.0056
C -4.176 3.108 2.295 0.0013
C -4.223 4.160 1.408 0.0046
C -3.142 4.361 0.562 0.0009
C -2.073 3.500 0.553 0.0057
H 0.229 0.938 -4.467 0.0003
H -0.500 2.920 -5.770 0.0000
H 0.148 5.152 -5.130 0.0000
H 1.257 5.550 -2.933 0.0000
H 1.858 3.617 -1.501 0.0000
H 1.598 -1.739 -3.747 0.0007
H 3.572 -2.717 -4.862 0.0000
H 5.816 -1.637 -4.554 0.0000
H 5.962 0.644 -3.539 -0.0001
H 3.976 1.514 -2.284 0.0000
H 2.309 -1.335 0.109 0.0000
H 3.054 -3.102 1.526 0.0000
H 3.725 -2.617 3.973 0.0000
H 3.483 -0.398 4.873 0.0000
H 2.486 1.392 3.497 0.0000
H 1.604 3.899 2.385 0.0002
H 3.151 5.820 2.525 0.0000
H 5.382 5.741 1.529 0.0000
H 6.002 3.857 0.066 0.0000
H 4.393 1.998 -0.302 0.0001
H -1.194 -1.646 2.341 0.0016
H -1.497 -2.405 4.716 -0.0001
H -1.233 -0.828 6.627 0.0002
H -0.673 1.516 6.202 0.0000
H -0.442 2.383 3.958 -0.0001
H -3.125 1.459 3.068 0.0001
H -4.971 2.939 2.984 0.0000
H -5.108 4.797 1.353 0.0002
H -3.152 5.185 -0.162 0.0000
H -1.240 3.674 -0.110 0.0002
C -1.070 -6.120 -0.300 0.0000
C -2.510 -5.897 0.115 0.0002
C -3.152 -4.677 -0.545 0.0015
C -4.609 -4.527 -0.078 0.0000
C -5.446 -3.345 -0.581 0.0001
C -3.200 -4.870 -2.041 0.0004
O -3.489 -5.899 -2.576 0.0031
N -3.001 -3.740 -2.841 0.0095
C -2.457 -2.613 -2.432 0.0122
O -2.320 -1.537 -3.133 0.0040
N -1.978 -2.449 -1.129 0.0123
C -2.305 -3.453 -0.150 0.0070
O -1.896 -3.382 0.975 0.0037
H -0.760 -7.093 0.047 0.0000
H -0.393 -5.371 0.199 0.0000
H -0.967 -6.096 -1.397 0.0000
H -2.619 -5.864 1.214 0.0000
H -3.145 -6.776 -0.147 0.0001
H -4.629 -4.545 1.010 0.0000
H -5.157 -5.462 -0.377 0.0000
H -5.123 -2.381 -0.177 0.0000
H -6.455 -3.508 -0.259 0.0000
H -5.476 -3.257 -1.689 0.0000
H -3.291 -3.884 -3.829 0.0001
O -3.317 0.464 -1.333 0.5522
O -2.393 1.196 -1.828 0.5223
```



Record 6
Entry from OMol25: a 2-piece molecular cluster, C2H6O3P overall at a distorted geometry (ωB97M-V with the def2-TZVPD basis set).

The gap between HOMO and LUMO comes out at 7.7294 eV. The value obtained for the HOMO energy is -3.509 eV. For the energy above the lowest of the compared OMol25 structures with the same formula, charge and spin, the calculation gives 3.421 eV. The total charge is -1. Its multiplicity is 1.

```
12
Properties=species:S:1:pos:R:3:lowdin_charge:R:1
C 1.875 1.398 -0.207 -0.0445
C 0.844 0.616 0.109 -0.4638
O -3.259 0.593 0.380 -0.6107
O -0.224 -2.314 0.530 -0.1529
O -0.254 0.713 0.889 -0.4200
P -1.936 0.641 -0.248 0.6741
H 2.675 0.968 -0.866 0.0415
H -0.342 -1.385 0.878 -0.0007
H 2.227 2.317 0.131 -0.0038
H 0.752 -0.323 -0.544 0.0871
H -0.743 -2.384 -0.277 -0.0237
H -1.613 -0.839 -0.777 -0.0826
```



Record 7
Entry from OMol25: C4H8O4 as an isolated structure at a distorted geometry (ωB97M-V with the def2-TZVPD basis set).

The gap between HOMO and LUMO comes out at 8.4435 eV. The value obtained for the HOMO energy is -8.741 eV. For the energy above the lowest of the compared OMol25 structures with the same formula, charge and spin, the calculation gives 8.658 eV. The total charge is 0. Its multiplicity is 1.

```
16
Properties=species:S:1:pos:R:3:lowdin_charge:R:1
C 0.842 -1.040 0.067 -0.1342
C 0.056 0.108 0.563 -0.6118
C -1.361 -0.088 0.515 -0.1392
C -0.629 0.786 -0.674 -0.3374
H 2.048 0.374 -0.926 0.1584
H 1.008 -2.003 0.729 0.1698
H 0.320 -1.475 -0.777 0.0828
H 1.594 1.079 1.125 0.2135
H -2.114 0.554 1.139 0.1929
H -2.588 -1.691 -0.482 0.2271
H -0.398 -0.059 -1.612 0.2084
H 0.571 2.565 -0.220 0.2859
O 2.266 -0.586 -0.419 -0.1531
O 0.556 0.892 1.520 0.0283
O -1.595 -1.478 0.046 -0.1376
O -0.576 2.062 -0.594 -0.0538
```



Record 8
Entry from OMol25: a 6-piece molecular cluster, C8H30N2O6 overall at a distorted geometry (ωB97M-V with the def2-TZVPD basis set).

The gap between HOMO and LUMO (alpha / beta) comes out at 2.4245 / 9.5081 eV. The value obtained for the HOMO energy (alpha / beta) is 0.467 / -6.718 eV. For the energy above the lowest of the compared OMol25 structures with the same formula, charge and spin, the calculation gives 0.000 eV. The total charge is -1. Its multiplicity is 2.

```
46
Properties=species:S:1:pos:R:3:lowdin_spin:R:1
O -2.996 14.047 24.318 0.0619
H -3.639 13.338 24.320 0.0304
H -2.558 13.977 25.166 0.0048
O -2.082 14.817 21.669 0.0154
H -1.712 15.676 21.871 0.0029
H -2.257 14.423 22.523 0.0049
O -2.638 16.921 24.393 0.0104
H -3.132 17.392 25.064 0.0029
H -2.922 16.011 24.480 0.0042
O -3.776 10.842 23.963 0.3077
H -4.265 10.891 23.142 0.0837
H -4.033 10.002 24.345 0.0932
C -4.952 15.532 17.598 0.0010
C -5.909 15.849 18.728 0.0008
C -5.448 15.120 19.987 0.0061
O -6.309 15.277 21.104 0.0118
C -5.751 14.813 22.338 0.0454
N -5.824 17.277 18.907 0.0004
H -4.723 14.472 17.492 0.0005
H -3.954 15.957 17.710 0.0002
H -5.451 15.852 16.684 0.0000
H -6.952 15.602 18.532 0.0001
H -4.421 15.418 20.200 0.0009
H -5.313 14.044 19.875 0.0072
H -5.021 14.008 22.255 0.0161
H -6.527 14.467 23.020 0.0209
H -5.212 15.598 22.867 0.0049
H -4.880 17.473 19.207 0.0003
H -5.972 17.848 18.088 0.0000
C -2.391 15.212 27.798 0.0120
C -2.984 13.809 27.949 0.0202
C -4.489 13.691 27.861 0.0535
O -5.127 14.439 28.928 0.0103
C -5.066 13.809 30.180 0.0129
N -2.450 12.972 26.897 0.0252
H -2.348 15.546 26.762 0.0022
H -1.375 15.240 28.190 0.0026
H -2.926 16.007 28.318 0.0015
H -2.714 13.420 28.931 0.0047
H -4.734 12.635 27.974 0.0350
H -4.757 14.108 26.891 0.0138
H -5.649 14.423 30.866 0.0012
H -4.074 13.589 30.574 0.0018
H -5.519 12.820 30.115 0.0037
H -1.455 12.837 27.006 0.0152
H -2.985 12.115 26.896 0.0449
```